Computed, not measured: a 3-piece molecular cluster, C11H22FNO4 overall, with ωB97M-V with the def2-TZVPD basis set.

Last column: Mulliken charge in e.
Atoms and positions in Å:
H  2.90669  -3.10216  -0.75929  0.330
O  0.58016  2.86204  -0.82028  -0.420
O  -2.88440  -2.27003  1.93695  -0.482
H  -3.23076  -2.21024  1.03962  0.287
C  -0.84732  -0.07369  -0.58828  -0.728
H  -5.45082  -0.64838  3.43371  0.356
F  2.92511  0.64165  -1.58531  -0.398
H  0.56267  -2.90910  -0.29786  0.423
H  1.46807  -1.27480  -1.88278  0.477
C  -3.49952  -1.25727  2.72210  -0.147
C  -0.45243  -1.16627  0.31712  0.588
H  -1.46348  0.71779  -0.18546  0.356
H  0.91025  2.94461  -3.49373  0.255
H  -0.74281  -1.04072  1.35318  0.311
N  3.10271  -2.11200  -0.88735  -0.459
H  -0.32712  4.66648  -1.28234  0.286
C  3.56132  -0.25917  0.49191  -0.820
H  4.39828  0.31311  0.09835  0.377
O  -1.51656  -1.38795  -0.56803  -0.583
C  -5.00544  -1.42169  2.80631  -1.134
C  0.84918  -1.93519  0.10024  -1.213
C  2.38036  0.05074  -0.41323  0.645
H  1.41928  3.28177  -0.60380  0.264
H  -5.45567  -1.35627  1.81331  0.338
H  3.35643  -0.06265  1.53930  0.296
C  0.69500  3.90476  -3.02484  -1.041
H  -0.42506  0.00789  -1.57836  0.320
H  -3.05145  -1.33489  3.71221  0.303
C  1.82843  -1.28524  -0.85795  -0.390
H  -3.25196  -0.26808  2.31607  0.204
H  0.14653  4.52718  -3.73280  0.360
H  -1.04563  3.20358  -1.96208  0.264
O  4.47019  -2.46654  0.92473  -0.606
H  1.64927  4.39133  -2.81139  0.323
C  3.81669  -1.72937  0.24541  0.269
H  1.31262  -2.04083  1.08264  0.400
H  -5.25546  -2.39753  3.22263  0.270
C  -0.10095  3.70275  -1.75009  -0.281
H  1.66758  0.79437  -0.07051  0.398

SMILES: O=C1C[C@@H](F)[C@H](C[C@H]2CO2)N1.CCO.CCO
HOMO level (eV): -9.76
Lowest unoccupied orbital energy (Ha): 0.021
Kohn-Sham gap (eV): 10.342
Calculated total energy (Eh): -887.858877


Computed, not measured: a 2-piece molecular cluster, CH3NO3P overall, with ωB97M-V with the def2-TZVPD basis set.

Last column: Mulliken charge in e.
Atoms and positions in Å:
C  2.31268  -0.97889  0.72108  0.072
O  -0.43329  0.11429  0.58497  -0.593
O  -2.92661  0.61573  0.55859  -0.662
P  -1.63492  0.57984  -0.14112  0.740
H  -2.55702  1.47109  -1.87928  0.245
H  2.11307  -1.18134  -0.45820  0.146
N  -1.68251  1.03931  -1.66306  -0.742
O  3.43678  -0.74079  1.11384  -0.459
H  1.37181  -0.91925  1.16318  0.254

Charge: -1
HOMO level (eV): -4.83
Lowest unoccupied orbital energy (Ha): 0.139
Kohn-Sham gap (eV): 8.618
Calculated total energy (Eh): -661.823345
Energy relative to the best compared isomer or geometry (same formula, charge and spin) (kJ/mol): 138.0


Computed, not measured: an isolated ion of composition C9H18N3O5 and charge +1, with ωB97M-V with the def2-TZVPD basis set.

Last column: Mulliken charge in e.
Atoms and positions in Å:
H  2.00084  1.15197  1.73689  0.353
O  -5.10075  0.64312  1.75107  -0.384
H  -5.54116  0.39809  0.87227  0.354
N  -1.66369  -1.87907  -0.44669  -0.381
H  -2.64389  -2.85426  -2.17218  0.282
H  -2.65326  1.27270  2.74327  0.344
O  4.99242  -2.99348  1.80951  -0.459
O  3.72808  -1.14625  0.75221  -0.261
C  -1.12350  0.26625  -2.38588  -0.301
C  -1.79910  -2.04084  -1.97563  -0.226
H  1.05930  -0.72814  -0.02726  0.059
H  5.98669  -1.11530  1.25385  0.286
C  2.41894  1.11362  0.63055  -0.703
H  4.60518  0.69663  1.38214  0.425
H  2.61680  2.23968  0.29553  0.292
O  -4.32343  1.64638  1.45649  -0.184
H  -0.76347  -2.44658  -2.39943  0.300
H  -0.12211  -0.27122  -2.66235  0.270
C  -1.83839  -0.40821  -0.06136  0.050
H  1.76118  0.39471  -1.47007  0.261
H  0.14620  2.32693  -0.98129  0.352
N  -1.26437  0.67799  -0.94038  0.298
N  -2.57099  -0.11312  1.06859  -0.048
O  -2.20016  -0.75101  -2.62954  -0.401
C  -2.88800  1.27723  1.57677  -0.159
C  3.88794  0.32497  0.53284  -0.486
H  -2.96808  -0.92784  1.62597  0.366
H  4.44862  0.56566  -0.49168  0.286
C  1.31576  0.36388  -0.36249  -0.055
C  -0.01908  1.31375  -0.37184  -0.859
C  4.96714  -1.73382  1.29372  0.188
H  -0.74862  -2.25725  -0.11778  0.366
H  -0.18002  1.67034  0.75628  0.261
H  -1.23822  1.17993  -3.10939  0.274
H  -2.28479  2.14257  1.06726  0.238

Charge: +1
SMILES: O=COCCCCN1COCN/C1=[NH+]/COO
HOMO level (eV): -12.91
Lowest unoccupied orbital energy (Ha): -0.170
Kohn-Sham gap (eV): 8.298
Calculated total energy (Eh): -893.609430


Computed, not measured: C36H37IrNP2Se as an isolated structure, with ωB97M-V with the def2-TZVPD basis set.

Last column: Mulliken charge in e.
Atoms and positions in Å:
Se  -2.75256  0.99092  4.65712  0.195
C  4.05094  1.76860  -0.93895  -0.567
H  -3.77408  -3.18639  3.84523  0.447
C  4.43168  3.09904  -1.19368  -0.974
H  6.97177  -0.96818  1.55269  0.424
H  -2.57716  -3.70017  -0.93667  0.441
H  0.73059  2.18923  -0.73457  -1.779
H  5.28075  3.29350  -1.84089  0.454
H  1.27536  -0.72653  2.60972  0.293
H  -5.65068  3.26642  0.38654  0.451
C  -4.35403  0.04997  0.29241  -0.859
C  2.32755  2.61492  0.49623  -0.726
H  4.10620  5.21739  -0.76562  0.423
H  -1.56029  -0.78970  -4.03719  0.647
H  4.11602  -3.98509  2.76581  0.393
H  1.04363  1.00658  2.35602  0.527
C  -0.18929  2.50764  -2.61519  -0.910
C  -3.55999  2.76175  0.66769  -1.473
C  -2.88038  -3.54156  0.10818  -0.605
C  -1.97790  -0.32731  -2.00818  -0.321
C  0.32188  1.49865  -1.57466  2.425
C  2.96835  1.50099  -0.07206  1.099
H  -2.43133  -1.42628  2.75021  -0.032
H  -3.20876  3.75716  0.91641  0.554
H  -1.49434  1.68665  -4.05654  0.318
P  -1.64010  -1.01716  -0.12861  1.750
C  -0.08104  -1.99467  -0.42284  -0.463
C  3.76754  4.17785  -0.62361  -0.744
C  0.39996  -0.48644  -3.18427  -1.062
H  -2.96182  -0.72670  -2.13612  1.111
C  5.68918  -2.61952  2.15098  -0.533
C  -1.07628  -0.96476  -3.05729  -1.563
H  1.02401  -1.40751  -3.26845  0.453
C  -2.63828  1.72187  0.46752  -1.079
C  1.23545  -1.68825  -0.33116  -1.287
C  -4.90828  2.45506  0.40098  -0.740
H  -4.02414  -5.38008  0.19350  0.436
C  0.95255  0.37969  -2.10188  -0.799
C  3.63280  -1.16498  0.86392  1.075
C  4.36882  -3.07585  2.20691  -0.831
H  -0.36496  -3.05717  -0.50310  0.599
C  -3.54245  -3.30459  2.79083  -0.568
C  -3.01668  0.38919  0.36460  1.652
H  -0.19141  3.46096  -2.07777  0.422
N  -0.92945  1.21461  2.36732  -0.627
H  6.50147  -3.20658  2.58274  0.411
H  -3.13160  1.39108  -1.83530  0.320
H  2.32872  -2.75179  1.61837  0.260
H  -2.17906  2.97149  -3.05686  0.495
C  5.96543  -1.39038  1.53416  -0.873
C  -2.80438  -2.29389  2.17487  0.108
H  -1.02940  -2.04396  -2.90862  0.330
Ir  -0.36337  0.85865  0.02796  1.640
H  -1.54805  2.05423  0.29829  0.289
C  4.94422  -0.67678  0.88054  -0.331
H  -4.67611  -1.00791  0.29385  0.454
H  4.64790  0.96073  -1.37853  0.574
C  -5.30251  1.11646  0.20788  -0.806
C  -1.55506  2.06901  -3.02876  -1.042
H  -4.57200  -5.19654  2.62021  0.403
C  3.35534  -2.36532  1.55985  -0.773
H  0.52640  2.62172  -3.44238  0.334
P  2.13511  -0.18257  0.35307  2.196
H  1.45532  2.44479  1.14184  0.085
C  -3.98267  -4.43170  2.09332  -0.671
H  1.93794  -2.52958  -0.55849  0.832
H  5.16688  0.27802  0.41199  0.383
H  2.68676  0.42289  2.44662  0.709
C  1.69663  0.13837  2.09147  -1.775
C  -2.53692  -2.36001  0.79744  0.518
H  2.07404  4.72980  0.62004  0.492
C  2.66150  3.92212  0.17730  -0.635
H  0.47397  0.01097  -4.17049  0.447
H  -6.34967  0.85903  -0.02426  0.433
C  -1.73416  1.13955  3.24477  0.097
C  -2.09656  1.12144  -1.99533  -0.501
C  -3.65318  -4.51855  0.74775  -0.817
H  2.04774  0.37545  -2.12678  0.367

Spin multiplicity: 6
⟨S²⟩: 8.835
Charge: +2
HOMO level (alpha / beta) (eV): -11.87 / -14.06
Lowest unoccupied orbital energy (alpha / beta) (Ha): -0.226 / -0.317
Kohn-Sham gap (alpha / beta) (eV): 5.723 / 5.429
Calculated total energy (Eh): -4636.123755
Energy relative to the best compared isomer or geometry (same formula, charge and spin) (kJ/mol): 479.3


Computed, not measured: one molecule with the formula C10H12BrNO4S, with ωB97M-V with the def2-TZVPD basis set.

Last column: Mulliken charge in e.
Atoms and positions in Å:
H  -2.07140  -1.00993  -1.57763  0.526
C  -0.54404  -2.16755  1.84281  -0.842
O  0.72136  2.43528  -0.85386  -0.642
H  -0.67912  -1.17018  -2.69455  0.248
H  3.07607  1.01902  -1.64224  0.410
C  -1.24110  -0.48169  -2.05371  -0.554
C  -0.65938  -1.70101  0.54654  -0.585
H  0.96282  1.88907  3.26555  0.360
C  -0.08683  -1.32923  2.84177  0.269
N  -0.42225  0.13265  -1.04010  0.181
H  0.36558  1.47393  1.04544  0.649
C  -0.32765  -0.37908  0.25052  0.325
H  -1.00011  -2.37451  -0.22305  0.465
O  -1.90744  0.26146  -4.19586  -0.471
H  -0.00647  0.99436  4.44571  0.413
O  0.50600  1.30739  -3.03046  -0.612
H  2.36320  0.14857  -0.26358  0.341
H  -2.24465  0.99479  -4.73516  0.370
H  -0.80323  -3.18952  2.07343  0.414
C  0.25846  -0.00507  2.57975  0.755
S  0.71459  1.23099  -1.61708  1.033
H  2.27142  -0.54448  -1.91061  0.319
H  1.64700  0.49660  4.12249  0.415
C  2.27794  0.36234  -1.32083  -0.948
C  -1.84104  0.62334  -2.91767  0.355
C  0.12768  0.44897  1.27697  -0.615
Br  0.06999  -2.02140  4.60994  -0.185
O  -2.27296  1.65310  -2.48691  -0.555
C  0.74557  0.90178  3.66238  -1.839

SMILES: Cc1cc(N(CC(=O)O)S(C)(=O)=O)ccc1Br
HOMO level (eV): -8.68
Lowest unoccupied orbital energy (Ha): 0.018
Kohn-Sham gap (eV): 9.171
Calculated total energy (Eh): -3716.183139


Computed, not measured: one molecule with the formula C2H6N4, with ωB97M-V with the def2-TZVPD basis set.

Last column: Mulliken charge in e.
Atoms and positions in Å:
H  -0.03268  1.16059  0.15929  0.320
H  2.02978  -1.33265  -0.33447  0.211
H  0.13421  -1.65169  0.06306  0.141
N  0.58952  0.39351  0.22530  -0.313
H  1.73155  1.24660  -1.61860  0.293
N  -1.70184  -0.64524  0.43030  -0.326
N  2.37692  -0.56483  -1.15778  -0.478
H  -1.59401  1.01845  1.55842  0.235
H  -3.28171  0.68382  1.08490  0.278
C  1.65401  0.48361  -0.72464  0.112
N  -2.24910  0.75790  0.72425  -0.589
C  -0.33662  -0.60269  0.31346  0.114

SMILES: [H]/N=C\N/C=N\N
HOMO level (eV): -9.02
Lowest unoccupied orbital energy (Ha): 0.026
Kohn-Sham gap (eV): 9.730
Calculated total energy (Eh): -298.684414
Energy relative to the best compared isomer or geometry (same formula, charge and spin) (kJ/mol): 431.9